This record from OMol25 describes a 2-piece molecular cluster, C7H17NO4S overall. The level of theory is ωB97M-V/def2-TZVPD.

Last column: natural (NBO) charge in e.
Positions of all 30 atoms, in Å:
C  -0.16  0.79  -2.25  -0.6065
C  -0.89  -0.09  -1.25  -0.2519
C  -2.40  -0.08  -1.51  -0.4053
C  -3.15  -1.07  -0.62  -0.6825
S  -2.83  -0.71  1.08  2.4039
O  -3.20  -1.81  1.91  -0.9173
O  -3.31  0.62  1.35  -0.9476
O  -1.25  -0.69  1.07  -0.7293
C  -0.62  0.32  0.20  0.1018
C  0.83  0.39  0.63  -0.4360
C  1.63  -0.90  0.43  -0.2230
N  3.00  -0.85  0.91  -0.8232
H  -0.48  1.83  -2.17  0.2093
H  -0.37  0.45  -3.27  0.2174
H  0.92  0.76  -2.10  0.2151
H  -0.54  -1.12  -1.35  0.2090
H  -2.60  -0.31  -2.55  0.2215
H  -2.79  0.93  -1.32  0.2220
H  -2.81  -2.10  -0.78  0.2420
H  -4.23  -1.02  -0.75  0.2523
H  -1.12  1.27  0.42  0.2077
H  0.86  0.68  1.68  0.2208
H  1.30  1.20  0.07  0.2070
H  1.11  -1.72  0.93  0.2018
H  1.66  -1.16  -0.64  0.1776
H  3.49  -0.05  0.53  0.3551
H  3.01  -0.69  1.91  0.3562
O  4.70  1.47  2.35  -0.9444
H  4.68  2.43  2.37  0.4723
H  5.56  1.23  2.70  0.4741

Computed properties:
2S+1 = 1
highest occupied orbital energy = -9.18 eV
electronic energy = -28050.2605 eV
gap between HOMO and LUMO = 9.7 eV
total charge = 0
ΔE to the lowest compared entry with this formula, charge and spin = 0.000 eV
molecular weight = 211.28 g mol⁻¹
SMILES = C[C@@H]1CCS(=O)(=O)O[C@H]1CCN.O